[1]
{
  "formula": "C2H6InN3O7",
  "method": "the ωB97M-V functional and the def2-TZVPD basis",
  "total_charge": 1,
  "e_homo_ev": [-14.41, -14.41],
  "spin_multiplicity": 2,
  "e_lumo_ev": [-4.35, -7.56],
  "homo_lumo_gap_ev": [10.057, 6.843],
  "species": ["In", "O", "O", "O", "O", "O", "O", "O", "N", "N", "N", "C", "C", "H", "H", "H", "H", "H", "H"],
  "positions_angstrom": [[0.860, -0.550, -0.998], [-1.433, -3.857, 1.131], [5.300, -1.899, -2.838], [3.658, -1.389, -1.663], [-0.737, 1.981, -0.927], [-0.536, -1.898, 1.285], [5.538, -0.550, -1.265], [-2.536, 2.883, -0.045], [-1.172, -2.840, 1.759], [4.836, -1.277, -1.933], [-1.559, 2.884, -0.888], [-1.234, 4.175, -1.587], [-1.770, -2.751, 3.118], [-0.248, 4.146, -2.050], [-1.155, -3.378, 3.764], [-2.711, -3.289, 3.005], [-1.365, 5.006, -0.894], [-1.936, 4.313, -2.410], [-1.801, -1.709, 3.436]],
  "atomic_forces_ev_per_a": [[-0.32, -0.03, 0.26], [0.59, 1.04, 0.66], [1.15, -0.81, -1.46], [-1.28, 0.07, 0.38], [-0.31, -0.08, -0.68], [0.05, -0.05, 0.46], [0.87, 0.72, 0.49], [3.13, 0.05, -3.62], [-0.60, -0.89, -1.47], [-0.74, 0.01, 0.58], [-1.91, 0.62, 4.25], [-0.54, 0.08, -0.80], [0.22, -0.38, -0.07], [-0.01, -0.32, 0.52], [0.17, 0.26, 0.04], [-0.12, 0.54, 0.22], [0.06, -0.36, 0.10], [-0.25, -0.15, 0.19], [-0.14, -0.31, -0.06]],
  "mulliken_charge": [0.9937, -0.4882, -0.3467, -0.4515, -0.4522, -0.5467, -0.3480, -0.4293, 0.8445, 1.1425, 0.6958, -0.7408, -0.7110, 0.3289, 0.2884, 0.3085, 0.2992, 0.3022, 0.3108]
}


[2]
{
  "formula": "C2H6MnO9",
  "method": "the ωB97M-V functional and the def2-TZVPD basis",
  "total_charge": -2,
  "e_above_lowest_kcal_mol": 19.8,
  "e_homo_ev": [0.66, 0.24],
  "spin_multiplicity": 6,
  "e_lumo_ev": [4.90, 4.79],
  "homo_lumo_gap_ev": [4.248, 4.552],
  "species": ["Mn", "O", "O", "O", "O", "O", "O", "O", "O", "O", "C", "C", "H", "H", "H", "H", "H", "H"],
  "positions_angstrom": [[-20.712, -14.100, -34.335], [-21.000, -16.410, -34.253], [-20.476, -10.547, -35.910], [-20.715, -12.780, -36.154], [-21.640, -15.314, -35.968], [-20.589, -11.991, -34.158], [-18.601, -14.526, -34.328], [-21.424, -17.565, -36.175], [-23.015, -13.841, -34.118], [-20.976, -14.280, -32.032], [-20.585, -11.725, -35.438], [-21.449, -16.491, -35.485], [-21.821, -14.329, -31.573], [-23.613, -13.275, -33.617], [-18.158, -15.059, -33.661], [-23.556, -14.261, -34.801], [-20.323, -14.115, -31.344], [-18.096, -14.657, -35.139]],
  "atomic_forces_ev_per_a": [[-1.57, -0.32, -2.11], [0.06, -0.63, 1.39], [-0.05, -0.46, 0.53], [0.43, -0.29, -0.60], [-1.23, 0.31, -0.92], [0.25, 0.36, 1.82], [1.29, 0.03, 0.22], [-0.81, 0.44, 0.73], [-0.95, 0.06, 0.59], [0.18, -0.02, 0.76], [-0.01, 0.61, -0.86], [2.26, 0.01, -0.43], [-0.07, -0.11, -0.32], [0.24, 0.20, -0.14], [-0.29, -0.20, -0.09], [0.65, -0.22, -0.28], [0.00, 0.14, -0.16], [-0.39, 0.08, -0.15]],
  "mulliken_charge": [0.7143, -0.7653, -0.8530, -0.6876, -0.7130, -0.7429, -0.4492, -0.8565, -0.4066, -0.3531, 0.8612, 0.8254, 0.2292, 0.2030, 0.2492, 0.2619, 0.2251, 0.2578]
}


[3]
{
  "formula": "C2H6N2",
  "method": "the ωB97M-V functional and the def2-TZVPD basis",
  "e_above_lowest_kcal_mol": 64.9,
  "e_homo_ev": -9.45,
  "e_lumo_ev": 1.21,
  "homo_lumo_gap_ev": 10.666,
  "species": ["N", "N", "C", "C", "H", "H", "H", "H", "H", "H"],
  "positions_angstrom": [[0.613, -1.300, -0.343], [-0.457, -1.321, 0.598], [0.353, -0.044, 0.280], [-0.352, 1.140, -0.278], [-0.068, -1.782, 1.339], [-0.483, 2.002, 0.500], [1.053, 0.167, 1.046], [0.250, -1.314, -1.328], [0.304, 1.615, -1.025], [-1.212, 0.836, -0.789]],
  "atomic_forces_ev_per_a": [[0.91, 0.26, -2.83], [-1.49, 2.97, -2.46], [-1.22, -1.92, 1.55], [1.73, 1.94, 0.82], [1.13, -1.25, 2.72], [-0.24, -1.93, -1.21], [0.81, 0.29, 0.53], [0.08, -0.05, 1.28], [-0.06, -0.18, 0.05], [-1.64, -0.14, -0.45]],
  "mulliken_charge": [-0.4409, -0.4703, 0.2689, -1.0777, 0.2307, 0.2546, 0.3496, 0.2639, 0.2894, 0.3318]
}